{
  "formula": "C3H12NO3",
  "method": "ωB97M-V with the def2-TZVPD basis set",
  "symbols": ["C", "C", "C", "O", "N", "H", "H", "H", "H", "H", "H", "H", "H", "H", "H", "O", "H", "H", "O"],
  "xyz": [[-0.742093, 0.105862, 0.088795], [-1.177926, -0.959576, -0.935025], [-0.022364, -1.930979, -1.119862], [1.160491, -1.825665, -0.954422], [-1.949529, 0.840612, 0.614467], [-0.068377, 0.815428, -0.392276], [-0.216435, -0.379295, 0.907347], [-1.559058, -0.578315, -1.871644], [-1.938974, -1.582535, -0.455223], [-0.387793, -2.882686, -1.550024], [-1.656558, 1.457962, 1.382355], [-2.608568, 0.198592, 1.056633], [-2.419781, 1.350095, -0.130990], [2.837875, 1.483672, -0.844768], [2.216214, 0.073853, -0.737047], [2.160396, 0.991309, -0.411452], [0.464679, 1.484849, 2.954405], [1.180184, 1.869959, 1.600346], [0.337988, 1.884620, 2.066042]],
  "forces_ev_per_a": [[-0.260, -0.307, -1.281], [0.947, 0.164, 2.121], [-0.445, -1.395, -1.751], [-0.174, 1.113, 0.633], [0.447, -0.370, 0.649], [-0.110, 0.128, 0.398], [-0.175, 0.275, 0.120], [0.048, 0.044, -0.347], [-0.256, -0.039, -0.298], [-0.038, -0.082, 0.115], [0.396, 0.447, -0.344], [-0.158, -0.138, -0.323], [-0.069, 0.178, 0.133], [0.815, 0.466, -0.519], [0.070, 0.350, 0.188], [-0.917, -0.805, 0.451], [0.260, 0.545, -0.897], [0.263, -0.173, -0.006], [-0.643, -0.403, 0.957]],
  "homo_energy_ev": -14.00,
  "charge": 1,
  "e_tot_ha": -401.72881
}

=====

{
  "formula": "C3H12NOS2",
  "method": "ωB97M-V with the def2-TZVPD basis set",
  "symbols": ["N", "C", "C", "C", "S", "S", "H", "H", "H", "H", "H", "H", "H", "H", "H", "H", "H", "H", "O"],
  "xyz": [[-0.746538, 0.215450, 1.381540], [-0.465922, -0.533600, 0.059746], [-1.188867, -1.866051, 0.079613], [1.039313, -0.613477, -0.110576], [1.815164, 0.845070, -0.886658], [3.024469, 1.767763, 0.410330], [-1.366540, 1.030035, 1.291391], [-1.148616, -0.435805, 2.059883], [0.133790, 0.539717, 1.772355], [-0.893248, 0.131517, -0.686156], [-2.249176, -1.760602, -0.108001], [-0.873645, -2.520442, -0.722618], [-0.954529, -2.366312, 1.019580], [1.564864, -0.737227, 0.843743], [1.249966, -1.493958, -0.716638], [4.190923, 1.133127, 0.199139], [-0.499098, 2.655688, -2.330694], [-1.658054, 1.727268, -1.976460], [-0.974249, 2.281845, -1.579526]],
  "forces_ev_per_a": [[-0.179, -0.163, 0.016], [-0.292, 0.642, -0.185], [0.266, 0.053, 0.115], [0.579, -0.202, 0.371], [-0.478, -0.185, -1.031], [0.225, 0.185, 0.834], [0.144, -0.251, -0.146], [-0.096, 0.139, 0.009], [0.189, 0.286, 0.070], [0.196, -0.072, -0.156], [-0.354, 0.143, 0.509], [0.467, 0.016, -0.174], [-0.319, -0.293, 0.007], [-0.155, -0.297, -0.045], [0.177, 0.090, -0.064], [-0.032, -0.131, -0.081], [0.038, 0.041, 0.085], [-0.019, 0.343, -0.160], [-0.357, -0.341, 0.027]],
  "homo_energy_ev": -12.75,
  "charge": 1,
  "e_tot_ha": -1047.61971
}

=====

Respective energy relative to the best compared isomer or geometry (same formula, charge and spin) values: 0.549 0.772 eV.
Respective LUMO values: -3.52 -3.35 eV.